C11H26B3Cl4O6P | the ωB97M-V functional and the def2-TZVPD basis

The value obtained for the orbital gap is 10.39 eV. As for the spin multiplicity: 1. Its LUMO energy is 0.1 eV. The value obtained for the HOMO energy is -10.321 eV.

Each line ends with the natural charge from an NBO analysis.
CARTESIAN COORDINATES (ANGSTROEM)
H: -6.943 -3.359 1.367  0.224
C: -0.419 0.170 -0.793  -0.383
C: -0.449 -0.049 2.562  -0.077
O: -0.814 -1.399 2.224  -0.817
H: 0.285 -3.774 -0.664  0.189
H: 1.477 0.230 3.476  0.213
H: 5.764 3.081 -3.750  0.219
H: -6.312 -3.020 2.981  0.229
H: 6.708 3.412 -5.207  0.226
Cl: 5.068 5.368 -6.559  -0.054
B: 1.474 1.813 -0.630  1.173
C: -0.077 1.673 -0.583  -0.777
P: -1.819 -1.610 0.994  2.407
H: -7.224 -0.675 2.806  0.217
H: 0.730 -2.324 0.179  0.168
Cl: -8.655 -3.183 2.979  -0.074
Cl: 4.805 2.100 -5.653  -0.057
H: 0.407 -0.415 -0.408  0.193
B: 3.411 1.697 -1.852  0.987
H: -0.403 1.960 0.408  0.226
C: 0.113 -3.216 0.247  -0.062
Cl: -8.063 -0.805 0.607  -0.074
H: 3.981 4.659 -4.596  0.223
H: 4.129 0.590 1.143  -0.104
H: -0.567 2.288 -1.326  0.238
C: 0.487 -0.092 3.771  -0.632
O: 4.211 1.765 -0.725  -0.878
O: -3.185 -1.792 1.444  -1.116
O: 2.150 2.218 -1.752  -0.880
C: 0.578 -4.057 1.405  -0.632
C: -7.079 -2.753 2.258  -0.381
H: -0.487 0.020 -1.862  0.223
O: -1.300 -2.930 0.278  -0.802
H: 0.109 0.485 4.601  0.217
H: 5.533 5.438 -4.263  0.223
H: -0.092 -4.889 1.581  0.222
H: -1.330 0.526 2.822  0.183
H: 0.088 0.415 1.751  0.187
H: -2.216 0.629 0.341  0.250
C: -6.978 -1.286 1.942  -0.389
O: 2.187 1.444 0.506  -0.898
C: -1.770 -0.220 -0.154  -0.832
H: -5.961 -1.058 1.628  0.246
H: 0.676 -3.488 2.317  0.219
H: 3.816 1.124 -2.807  -0.091
C: 5.703 3.379 -4.796  -0.387
H: 1.567 -4.429 1.162  0.212
H: 0.586 -1.122 4.082  0.229
H: -2.459 -0.511 -0.935  0.265
C: 5.022 4.719 -4.901  -0.390
B: 3.538 1.251 0.352  0.976


C11H26ClI2N2P2Zr | the ωB97M-V functional and the def2-TZVPD basis

For the energy above the lowest of the compared OMol25 structures with the same formula, charge and spin, the calculation gives 0.0000 eV. The value obtained for the orbital gap is 2.53 eV. As for the spin multiplicity: 1. The charge is +3. Its LUMO energy is -12.8 eV. The value obtained for the HOMO energy is -15.317 eV.

Each line ends with the natural charge from an NBO analysis.
CARTESIAN COORDINATES (ANGSTROEM)
H: -0.608 -3.177 3.414  0.266
C: 2.982 -0.407 0.006  -0.948
Zr: -0.031 0.732 -1.022  2.115
H: -4.135 2.388 -0.203  0.285
H: 2.712 -1.381 -0.414  0.284
H: 4.331 0.760 -2.389  0.291
C: 3.270 0.736 -2.630  -0.940
P: -2.553 0.953 -1.083  0.768
C: -3.339 0.749 -2.656  -0.947
H: 2.478 2.611 0.674  0.273
C: -0.149 -2.331 2.906  -0.332
H: 4.057 -0.296 0.126  0.301
H: -3.035 1.575 -3.304  0.285
H: 2.973 1.562 -3.281  0.282
I: -0.025 1.813 -7.737  0.019
H: -2.632 -2.417 1.281  0.250
H: -3.036 -0.204 -3.096  0.275
H: 0.765 -1.215 5.409  0.275
H: 2.968 -0.216 -3.074  0.276
H: -2.832 -1.331 -0.446  0.275
H: -4.401 0.778 -2.421  0.291
H: 2.511 -0.340 0.993  0.275
H: -2.799 3.317 -0.978  0.282
C: 1.484 -1.386 4.616  -0.662
N: 1.067 -0.691 2.289  -0.404
C: 0.768 -1.482 3.337  0.278
H: 4.055 2.362 -0.168  0.289
C: -3.055 2.483 -0.318  -0.933
N: 0.278 -1.051 1.171  -0.455
C: -1.657 -2.811 0.984  -0.672
C: -3.068 -0.362 0.002  -0.970
C: 2.975 2.459 -0.292  -0.937
H: 2.733 3.299 -0.953  0.286
P: 2.470 0.932 -1.057  0.747
Cl: -0.229 1.880 1.036  -0.334
H: -4.147 -0.272 0.109  0.311
H: 1.546 0.261 2.487  0.443
H: 2.210 -0.575 4.610  0.234
H: -2.564 2.627 0.651  0.276
H: -2.593 -0.297 0.986  0.281
H: -1.602 -3.763 1.515  0.282
H: -1.564 -3.014 -0.080  0.232
H: 2.000 -2.324 4.803  0.279
I: -0.026 -0.898 -7.437  -0.004
C: -0.554 -2.034 1.633  0.232


C11H26F3N3O8P2S | the ωB97M-V functional and the def2-TZVPD basis

The value obtained for the orbital gap is 9.21 eV. As for the spin multiplicity: 1. Its LUMO energy is 0.4 eV. The value obtained for the HOMO energy is -8.825 eV.

Each line ends with the natural charge from an NBO analysis.
CARTESIAN COORDINATES (ANGSTROEM)
H: -1.128 -0.862 4.671  0.197
C: 4.676 3.456 -2.311  -0.724
H: -1.678 0.792 4.977  0.199
C: -1.594 0.015 4.217  -0.408
H: 6.506 2.153 -3.428  0.212
C: -1.103 0.624 1.819  0.677
H: 7.582 2.940 -0.745  0.400
F: -7.884 -1.981 -2.081  -0.309
H: -1.403 -4.204 -2.302  -0.019
H: -3.421 -5.025 -1.861  -0.060
N: 6.917 2.874 -1.498  -0.617
H: -5.653 -4.089 -2.994  0.203
O: -4.633 -1.021 -0.552  -1.083
S: -3.164 -3.966 -4.409  -0.540
H: 3.804 3.994 -1.957  0.248
F: -9.368 -3.376 -2.796  -0.306
H: 4.760 1.980 1.899  0.206
H: 1.798 2.228 2.321  0.415
O: -7.490 -4.176 -2.068  -0.505
H: -4.741 -0.827 -3.150  0.532
O: -3.116 -2.653 -1.657  -1.052
O: -5.582 -3.290 -1.037  -0.791
C: 7.305 2.151 -2.696  -0.411
C: 2.888 1.341 3.723  0.682
H: 8.188 2.615 -3.138  0.198
P: -2.761 -3.986 -2.533  1.133
F: -7.591 -3.011 -3.972  -0.315
H: 4.389 2.427 -2.526  0.227
O: -0.279 1.054 1.015  -0.675
C: 4.276 0.904 4.126  -0.718
O: 5.561 4.069 -0.174  -0.636
H: 3.803 3.378 1.408  0.225
H: 4.220 0.414 5.092  0.240
H: 4.940 1.765 4.207  0.228
H: -3.240 0.837 1.923  0.225
H: 7.548 1.118 -2.442  0.198
H: 3.545 1.815 0.621  0.196
O: 1.912 1.129 4.438  -0.674
C: -8.057 -3.129 -2.728  1.164
H: -5.856 -5.200 -1.668  0.189
H: -2.681 -0.823 1.609  0.225
H: -2.587 -0.252 3.873  0.206
P: -4.645 -2.109 -1.508  2.563
H: 0.176 0.771 3.324  0.426
N: -0.773 0.491 3.122  -0.621
C: -6.098 -4.209 -2.012  0.185
H: 4.681 0.200 3.399  0.225
C: -2.500 0.231 1.400  -0.714
H: -2.614 0.392 0.336  0.249
C: 3.781 2.304 1.568  -0.413
O: -5.138 -1.674 -2.925  -0.986
N: 2.750 1.971 2.539  -0.602
H: 5.034 3.932 -3.224  0.227
C: 5.739 3.500 -1.237  0.679


C11H26N6O7Pt | the ωB97M-V functional and the def2-TZVPD basis

For the energy above the lowest of the compared OMol25 structures with the same formula, charge and spin, the calculation gives 0.0000 eV. The value obtained for the orbital gap (spin up / spin down) is 6.03 / 6.61 eV. As for the spin multiplicity: 3. Its LUMO energy (spin up / spin down) is 0.3 / -0.2 eV. The value obtained for the HOMO energy (spin up / spin down) is -5.745 / -6.782 eV. The expectation value of S² is 2.0635.

Each line ends with the Löwdin spin population.
CARTESIAN COORDINATES (ANGSTROEM)
Pt: 0.200 -0.331 0.545  0.709
H: -2.863 -4.470 1.207  0.000
H: 1.630 0.293 -2.514  0.000
H: -1.507 -3.725 0.279  0.001
H: 4.610 -2.269 -0.750  0.002
H: 4.735 -1.119 0.581  0.000
H: 2.475 -3.618 -2.302  0.006
N: -1.749 0.043 0.317  0.082
H: -3.659 1.996 -0.158  -0.003
C: -0.328 4.043 -1.078  0.001
H: 3.088 -2.098 -2.930  0.004
H: 0.126 -1.297 3.208  0.003
O: 2.915 0.156 1.539  0.067
H: -4.348 0.702 0.858  -0.002
H: -1.434 2.275 4.051  0.003
C: 0.715 1.968 -1.797  0.015
H: 1.918 1.740 -3.468  0.000
H: -3.897 2.262 1.569  0.000
H: 0.908 3.716 -2.814  0.002
N: -0.095 1.002 1.983  -0.057
O: -3.323 -3.748 -0.697  0.000
H: -2.505 3.084 2.915  0.000
C: -1.513 2.639 3.019  0.011
N: 0.480 3.265 -2.004  0.006
H: -2.788 -2.687 0.946  0.000
C: -2.253 1.016 1.121  -0.037
C: 2.755 -1.327 -0.272  0.126
C: 2.206 -2.571 -2.475  0.017
O: 0.120 1.409 -0.813  0.123
C: 1.840 -1.889 -1.207  0.123
C: -2.576 -3.665 0.509  0.000
H: -0.608 3.394 -0.235  0.000
N: 2.162 -0.558 0.658  0.248
O: -2.378 -0.494 -0.646  0.085
H: 0.237 4.911 -0.717  0.000
O: 0.250 -1.831 2.400  0.116
H: -0.763 3.427 2.873  0.003
N: 0.550 -1.634 -0.905  0.270
C: 4.234 -1.314 -0.371  0.017
N: 1.537 1.295 -2.640  -0.002
H: 2.223 0.722 2.040  0.001
C: -3.611 1.512 0.828  -0.010
H: -3.460 -4.695 -0.860  0.000
H: -1.230 4.423 -1.575  0.000
H: -1.254 -1.543 -1.432  0.001
O: -0.457 -2.126 -1.676  0.071
H: 1.189 -2.096 2.389  0.003
H: 4.562 -0.543 -1.081  0.007
C: -1.333 1.544 2.050  0.049
O: 0.873 1.365 2.747  -0.062
H: 1.396 -2.553 -3.212  0.000


Number 1: DFT total energy -3143.1960 hartree. Number 2: DFT total energy -2328.4853 hartree. Number 3: DFT total energy -2581.6253 hartree. Number 4: DFT total energy -1409.0432 hartree.